No. 1
{
  "formula": "C2H8N2O2",
  "method": "ωB97M-V/def2-TZVPD",
  "total_charge": 0,
  "energy_ev": -9277.47089,
  "mol_weight_g_mol": 92.10,
  "multiplicity": 1,
  "homo_lumo_gap_ev": 9.852,
  "e_above_lowest_kcal_mol": 56.3,
  "symbols": ["C", "H", "H", "H", "C", "H", "H", "N", "O", "O", "H", "H", "H", "N"],
  "positions_angstrom": [[0.5152, -1.2912, 1.8009], [0.4517, -2.3799, 2.4081], [-0.2626, 1.7847, 0.1066], [0.9600, 1.4203, -1.9492], [0.0554, 0.8662, -1.8530], [1.0064, 0.7726, 0.0736], [-1.4794, 0.5680, -3.2246], [-1.2302, 1.0320, -2.3824], [-0.7616, -0.8262, 1.7039], [1.5691, -0.9167, 1.3610], [-1.9940, 1.2010, -1.6733], [0.4124, -0.1487, -2.1964], [-0.8974, -0.2380, 0.8173], [0.0760, 0.8985, -0.2703]],
  "mulliken_charge": [0.234, 0.238, 0.239, 0.280, -0.307, 0.286, 0.225, -0.457, -0.485, -0.472, 0.204, 0.240, 0.467, -0.691]
}



No. 2
{
  "formula": "C2H8N2O2",
  "method": "ωB97M-V/def2-TZVPD",
  "total_charge": 0,
  "energy_ev": -9273.27544,
  "mol_weight_g_mol": 92.10,
  "multiplicity": 1,
  "homo_lumo_gap_ev": [8.753, 8.971],
  "e_above_lowest_kcal_mol": 153.0,
  "symbols": ["C", "O", "N", "H", "N", "H", "H", "H", "O", "H", "H", "H", "C", "H"],
  "positions_angstrom": [[1.1848, -0.2600, -0.3593], [-1.7149, -0.5938, 1.1982], [-1.5214, -1.1832, -0.0227], [-1.5023, 0.3586, 1.0656], [-1.8547, -0.3613, -0.9785], [1.9028, -1.0748, -0.2758], [1.2202, 0.1676, -1.3551], [0.0908, -0.9183, -0.1707], [-1.3659, 0.8113, -0.9646], [-1.9363, -0.8402, -1.8833], [1.1389, 0.3424, 1.7091], [0.6514, 1.6000, 0.5793], [1.3456, 0.7742, 0.7305], [2.3611, 1.1775, 0.7272]],
  "mulliken_charge": [-0.496, -0.253, -0.303, 0.351, 0.349, 0.346, 0.259, 0.095, -0.539, 0.271, 0.274, 0.242, -0.931, 0.335]
}



No. 3
{
  "formula": "C2H8N2O2",
  "method": "ωB97M-V/def2-TZVPD",
  "total_charge": 0,
  "energy_ev": -9276.45411,
  "mol_weight_g_mol": 92.10,
  "multiplicity": 1,
  "homo_lumo_gap_ev": 10.219,
  "e_above_lowest_kcal_mol": 79.7,
  "symbols": ["H", "O", "H", "C", "H", "H", "H", "H", "H", "C", "H", "O", "N", "N"],
  "positions_angstrom": [[-0.1142, -2.2352, -0.7373], [-0.7935, -1.6728, -1.3106], [-0.9033, -1.5476, 0.9117], [0.8723, 1.0352, 0.5100], [-1.6109, 0.1806, -0.8060], [1.2043, 1.0138, 1.5665], [2.7155, 0.6318, -0.2618], [0.0820, 0.0332, -1.8664], [-1.5422, 0.0054, 1.2887], [-0.5972, -0.2983, -1.0810], [0.2739, 1.8786, 0.2907], [1.9850, 1.2230, -0.3031], [-0.6651, -0.6682, 1.2905], [0.1872, -0.2392, 0.2314]],
  "mulliken_charge": [0.353, -0.556, 0.279, -0.316, 0.246, 0.307, 0.308, 0.356, 0.238, -0.275, 0.337, -0.539, -0.624, -0.114]
}



No. 4
{
  "formula": "C2H8N2O2",
  "method": "ωB97M-V/def2-TZVPD",
  "total_charge": 0,
  "energy_ev": -9278.26741,
  "mol_weight_g_mol": 92.10,
  "multiplicity": 1,
  "homo_lumo_gap_ev": 10.098,
  "e_above_lowest_kcal_mol": 37.9,
  "symbols": ["H", "H", "N", "H", "O", "O", "N", "H", "C", "H", "H", "H", "H", "C"],
  "positions_angstrom": [[-0.8750, 0.7011, 3.5214], [0.4493, 0.3312, -1.3904], [1.0880, 0.0650, -0.5692], [-0.0277, 1.7751, 0.1938], [-1.1037, -2.3939, -3.5891], [-0.2830, -0.9524, 1.6202], [-0.7230, 1.1273, 2.6331], [1.7626, 1.4029, 0.8916], [0.7551, 1.0343, 0.5097], [-0.7744, -3.0275, -4.3124], [-0.6764, -1.5984, -3.7522], [1.0119, -0.8567, -0.2279], [-0.4725, 2.1458, 2.8202], [-0.1311, 0.2460, 1.6511]],
  "mulliken_charge": [0.256, 0.217, -0.576, 0.288, -0.634, -0.564, -0.467, 0.236, -0.473, 0.330, 0.303, 0.274, 0.238, 0.574]
}



No. 5
{
  "formula": "C2H8N2O2",
  "method": "ωB97M-V/def2-TZVPD",
  "total_charge": 0,
  "energy_ev": -9276.18547,
  "mol_weight_g_mol": 92.10,
  "multiplicity": 1,
  "homo_lumo_gap_ev": 7.425,
  "e_above_lowest_kcal_mol": 85.9,
  "symbols": ["O", "H", "O", "H", "H", "N", "H", "H", "C", "C", "H", "H", "H", "N"],
  "positions_angstrom": [[0.6011, 1.5358, -0.1510], [-2.2491, -0.1297, -0.4806], [0.6058, -0.6432, -0.9442], [2.8476, -1.6350, -0.0773], [1.2449, -1.3107, -1.2301], [3.2818, -0.7882, 0.3025], [2.8109, 1.0627, 0.6974], [-2.9281, 0.9772, 0.7280], [-2.9484, -0.0320, 0.3400], [1.2648, 0.3592, -0.2991], [-3.9436, -0.2534, -0.0121], [-2.6806, -0.7319, 1.1218], [-0.3433, 1.3699, -0.2589], [2.4362, 0.2192, 0.2635]],
  "mulliken_charge": [-0.486, 0.136, -0.477, 0.115, 0.274, -1.052, 0.259, 0.249, -0.920, 0.732, 0.296, 0.244, 0.306, 0.324]
}



No. 6
{
  "formula": "C2H8N2O2",
  "method": "ωB97M-V/def2-TZVPD",
  "total_charge": 0,
  "energy_ev": -9278.22479,
  "mol_weight_g_mol": 92.10,
  "multiplicity": 1,
  "homo_lumo_gap_ev": 10.218,
  "e_above_lowest_kcal_mol": 38.9,
  "symbols": ["H", "C", "N", "H", "H", "H", "O", "C", "O", "H", "N", "H", "H", "H"],
  "positions_angstrom": [[1.7863, 1.3708, -2.1964], [0.9346, 1.2281, -0.3608], [1.6520, 0.6965, -1.4603], [1.2614, 2.2469, -0.1593], [-1.3868, 0.0835, 1.1502], [-0.1585, 1.2815, -0.4901], [1.0570, 0.3580, 0.7873], [-1.8461, -1.6919, 0.2489], [-1.7377, -1.3960, -0.9122], [1.3106, -0.1877, -1.8045], [-1.4429, -0.9078, 1.3305], [-2.0965, -2.7069, 0.6025], [-0.6284, -1.3234, 1.7576], [1.2950, 0.9484, 1.5064]],
  "mulliken_charge": [0.202, -0.202, -0.541, 0.360, 0.269, 0.187, -0.511, 0.084, -0.494, 0.212, -0.484, 0.350, 0.279, 0.287]
}



No. 7
{
  "formula": "C2H8N2OP",
  "method": "ωB97M-V/def2-TZVPD",
  "total_charge": -1,
  "energy_ev": -16516.95011,
  "mol_weight_g_mol": 107.07,
  "multiplicity": 1,
  "homo_lumo_gap_ev": 6.365,
  "e_above_lowest_kcal_mol": 10.4,
  "symbols": ["H", "H", "C", "H", "O", "H", "P", "N", "C", "H", "H", "H", "N", "H"],
  "positions_angstrom": [[-1.0155, 0.5682, -2.1590], [1.0011, -1.8546, -0.7270], [0.9824, -1.0457, 0.1243], [0.7295, -1.4843, 1.1041], [-1.1188, 1.6343, 1.6195], [0.6214, 0.5868, -1.9836], [-1.1513, 0.0929, 1.1408], [0.3930, 1.4868, 1.6372], [-0.1906, 0.0392, -1.6464], [0.6029, 1.3331, 2.7483], [-0.2541, -0.9035, -2.3113], [1.9671, -0.4926, 0.2783], [-0.1711, -0.1690, -0.2557], [-2.3960, 0.2084, 0.4303]],
  "mulliken_charge": [0.327, 0.307, -0.969, 0.327, -0.351, 0.340, -0.107, -0.573, -0.915, 0.097, 0.258, 0.213, 0.163, -0.119]
}



No. 8
{
  "formula": "C2H8N2OSb",
  "method": "ωB97M-V/def2-TZVPD",
  "total_charge": -1,
  "energy_ev": -13766.60908,
  "mol_weight_g_mol": 197.86,
  "multiplicity": 1,
  "homo_lumo_gap_ev": 7.723,
  "symbols": ["N", "N", "H", "H", "Sb", "C", "H", "H", "H", "C", "H", "H", "H", "O"],
  "positions_angstrom": [[-1.2172, -1.4464, -0.8502], [1.4046, 1.6876, -0.3259], [1.2658, -1.0593, 0.4192], [1.6698, 0.6124, 2.2322], [0.3673, 0.2803, 1.1119], [2.1875, 1.1709, -1.0676], [-1.5880, -1.5613, -1.7818], [-0.4542, -0.8013, 2.2478], [-0.9764, 0.5918, -1.2456], [-1.2144, -0.0603, -0.4085], [-0.5275, 1.6937, 1.6632], [-1.7156, -2.0478, -0.2118], [-2.1469, 0.2507, 0.0694], [2.9452, 0.6889, -1.8522]],
  "mulliken_charge": [-0.503, -0.772, -0.047, -0.115, 0.283, 0.725, 0.184, -0.135, 0.422, -0.817, -0.072, 0.188, 0.267, -0.608]
}



No. 9
{
  "formula": "C2H8N2OSi",
  "method": "ωB97M-V/def2-TZVPD",
  "total_charge": 0,
  "energy_ev": -15108.80129,
  "mol_weight_g_mol": 104.18,
  "multiplicity": 1,
  "homo_lumo_gap_ev": 9.893,
  "e_above_lowest_kcal_mol": 51.4,
  "symbols": ["H", "Si", "C", "O", "N", "H", "H", "H", "C", "H", "N", "H", "H", "H"],
  "positions_angstrom": [[1.8289, -1.2145, -0.4980], [0.0017, 0.3990, 0.3281], [-0.1212, -2.0019, -1.2111], [1.7465, 1.7471, 0.0173], [-0.1548, 0.7679, 2.0328], [-0.9891, 0.6052, 2.6323], [-1.2019, -1.7585, -1.1106], [2.5294, 1.3517, 0.2927], [0.6903, -1.1569, -0.4595], [0.2619, -2.9872, -1.4792], [-1.3829, 0.9450, -0.6573], [0.3362, 1.5421, 2.4409], [-1.2723, 1.2104, -1.7048], [-2.2726, 0.5505, -0.6237]],
  "mulliken_charge": [0.253, 0.490, -0.586, -0.736, -0.485, 0.227, 0.197, 0.238, -0.115, 0.304, -0.545, 0.254, 0.268, 0.236]
}